# C14H27B2Cl2O7

A cluster of 2 separate species, C14H27B2Cl2O7 in total (ωB97M-V with the def2-TZVPD basis set, the OMol25 dataset).

Computed properties:
**Orbital gap**: 6.884 eV
**E**: -2046.6962 Ha
**Lowest unoccupied orbital energy**: 2.30 eV
**E_HOMO**: -4.59 eV
**Total charge**: -1
**Max |F|**: 1.621 eV Å⁻¹

Structure (XYZ):
```
52
Properties=species:S:1:pos:R:3:forces:R:3:nbo_charge:R:1
C 2.1559 0.2220 2.5579 0.124 0.066 0.385 -0.611
C 3.1121 1.3352 2.1430 -0.327 0.170 -0.085 -0.387
C 3.5017 1.3983 0.6542 0.286 -0.036 0.247 -0.398
C 3.7600 0.0627 -0.0768 0.211 0.276 -0.337 -0.418
C 2.9695 -0.1168 -1.3911 -0.229 0.063 -0.053 -0.388
C 2.2198 -1.4446 -1.4894 0.252 0.006 0.469 -0.401
C 1.0551 -1.5227 -0.4877 -0.157 0.293 -0.262 -0.384
C -0.2845 -1.8425 -1.1445 0.148 -0.332 0.212 -0.412
C -1.4500 -1.7614 -0.1387 0.170 -0.161 -0.344 -0.440
C -2.5060 -0.6962 -0.3856 -0.307 0.248 -0.283 0.303
C -3.8923 -1.0889 0.1757 0.175 -0.080 0.267 -0.858
B -3.9814 -1.7789 1.5979 0.207 0.196 0.174 1.222
O -3.4575 -3.0418 1.8467 0.028 0.129 0.105 -0.955
O -4.6566 -1.1502 2.6414 -0.294 -0.202 -0.346 -0.943
O -2.6895 -0.5020 -1.8151 -0.473 -0.217 0.086 -0.509
C -3.2590 0.7087 -2.0011 0.034 -0.060 0.291 0.988
O -3.8442 1.1032 -2.9392 -0.737 -0.029 -0.259 -0.533
O -3.0801 1.4717 -0.8695 0.260 0.109 0.114 -0.530
C -2.1460 0.7594 -0.0467 0.583 0.150 0.224 -0.103
Cl -2.4523 1.1533 1.6611 -0.148 -0.100 0.070 -0.039
B -0.6842 1.3296 -0.5124 0.353 -0.723 -0.635 1.208
O -0.1790 1.0197 -1.7229 -0.113 1.419 0.776 -0.989
O 0.0539 2.0874 0.3653 -0.422 0.241 0.337 -0.763
C 0.3208 3.4307 -0.0095 0.332 -0.120 -0.119 -0.242
H 2.5990 -0.7687 2.4514 -0.096 -0.035 -0.193 0.193
H 1.9267 0.3297 3.6215 -0.055 0.028 0.000 0.200
H 1.2108 0.2802 2.0197 0.067 -0.065 -0.092 0.221
H 2.6090 2.2794 2.3753 0.103 0.057 0.047 0.198
H 4.0025 1.3195 2.7783 0.051 -0.184 -0.056 0.183
H 2.7556 1.9901 0.1203 -0.076 -0.222 -0.039 0.208
H 4.4287 1.9773 0.6125 -0.091 0.171 -0.084 0.192
H 4.8183 0.0524 -0.3504 0.052 -0.207 0.170 0.196
H 3.6103 -0.7966 0.5794 -0.124 0.052 0.032 0.195
H 3.6411 -0.0215 -2.2473 0.050 -0.002 0.008 0.194
H 2.2342 0.6848 -1.4965 0.017 -0.028 -0.016 0.226
H 2.9295 -2.2443 -1.2490 -0.013 -0.118 -0.325 0.181
H 1.8551 -1.5790 -2.5082 -0.020 -0.081 -0.003 0.220
H 0.9603 -0.5462 -0.0022 0.066 -0.093 0.114 0.191
H 1.2570 -2.2548 0.3009 0.008 0.052 0.053 0.183
H -0.2426 -2.8695 -1.5189 -0.002 0.031 -0.108 0.192
H -0.4417 -1.1971 -2.0057 -0.078 -0.045 0.024 0.272
H -1.9524 -2.7280 -0.1333 -0.150 0.052 0.025 0.222
H -1.0529 -1.6221 0.8752 -0.063 0.114 0.018 0.202
H -4.2844 -1.7917 -0.5683 -0.039 -0.057 0.082 0.259
H -4.5368 -0.2094 0.1921 -0.007 0.004 -0.159 0.245
H -2.5331 -3.0551 2.1072 -0.006 -0.126 -0.110 0.508
H -5.5788 -1.4110 2.7104 0.008 0.054 0.221 0.498
H -0.6680 1.1050 -2.5981 -0.127 -0.849 -0.542 0.531
H -0.5049 4.0733 0.3029 0.012 0.020 0.031 0.174
H 0.4602 3.5230 -1.0894 -0.008 -0.036 -0.014 0.192
H 1.2378 3.7510 0.4852 -0.020 0.035 0.052 0.175
Cl -1.3268 0.5934 -4.3780 0.585 0.177 -0.171 -0.868
```
Forces are in eV/Å.